--- P ---
The following is a quantum chemistry calculation of an isolated molecule of C22H24N4O3S, from the OMol25 dataset.

Results
E_HOMO = -8.4 eV
frontier orbital gap = 0.3184 hartree
total charge = 0
2S+1 = 1
structure (SMILES) = CCn1c(CNC(=O)Cc2ccc(OC)cc2)nnc1SCC(=O)c1ccccc1

CARTESIAN COORDINATES (ANGSTROEM)
C  -2.7988  1.4326  2.2809
H  -2.7111  1.3030  3.3553
H  -3.5986  0.7924  1.9145
H  -3.0539  2.4696  2.0735
C  -1.4750  1.0653  1.6183
N  -1.5447  1.2418  0.1901
C  -2.2573  0.4736  -0.6845
N  -2.1935  0.9636  -1.8943
N  -1.4204  2.0547  -1.8411
C  -1.0376  2.2326  -0.6060
C  -0.0802  3.2786  -0.1592
N  1.1893  2.6725  0.1953
C  1.6620  2.6788  1.4643
O  1.1169  3.2919  2.3581
C  2.8715  1.7835  1.6806
C  2.3178  0.3985  1.9034
C  1.5655  0.1345  3.0455
C  0.9722  -1.0937  3.2301
C  1.1155  -2.1042  2.2740
C  1.8888  -1.8552  1.1450
C  2.4746  -0.6108  0.9680
H  3.0761  -0.4373  0.0855
H  2.0365  -2.6197  0.3985
O  0.4745  -3.2676  2.5409
C  0.5290  -4.3062  1.5858
H  0.1164  -3.9898  0.6243
H  1.5533  -4.6666  1.4479
H  -0.0813  -5.1092  1.9952
H  0.3839  -1.3025  4.1097
H  1.4379  0.9114  3.7845
H  3.5403  1.8078  0.8206
H  3.4015  2.1308  2.5679
H  1.6258  2.0943  -0.5054
H  -0.4369  3.8037  0.7318
H  0.0507  3.9888  -0.9798
S  -3.0298  -1.0136  -0.2189
C  -2.7768  -1.9520  -1.7714
C  -1.2843  -2.1876  -1.8754
O  -0.7410  -3.0806  -1.2635
C  -0.5288  -1.1937  -2.6713
C  0.6525  -0.6887  -2.1324
C  1.3666  0.2801  -2.8102
C  0.9253  0.7327  -4.0419
C  -0.2293  0.2078  -4.5979
C  -0.9609  -0.7452  -3.9166
H  -1.8555  -1.1534  -4.3614
H  -0.5685  0.5542  -5.5619
H  1.4812  1.4936  -4.5687
H  2.2767  0.6785  -2.3829
H  0.9749  -1.0421  -1.1643
H  -3.3180  -2.8862  -1.6281
H  -3.1867  -1.3553  -2.5809
H  -1.2332  0.0166  1.8198
H  -0.6749  1.6936  2.0088


--- Q ---
The following is a quantum chemistry calculation of an isolated molecule of C22H24N4O3S, from the OMol25 dataset.

Results
E_HOMO = -8.2 eV
frontier orbital gap = 0.3027 hartree
total charge = 0
2S+1 = 1
structure (SMILES) = COc1ccccc1Cn1c(=S)[nH]c2cc(C(=O)N3CCN(C)CC3)ccc2c1=O

CARTESIAN COORDINATES (ANGSTROEM)
C  1.8841  2.8240  0.8833
H  2.0776  3.1367  -0.1486
O  2.7321  1.7749  1.2739
C  4.0793  2.0093  1.3549
C  4.6802  3.2059  0.9851
C  6.0513  3.3647  1.0924
C  6.8378  2.3330  1.5657
C  6.2435  1.1371  1.9277
C  4.8740  0.9564  1.8322
C  4.2661  -0.3495  2.2757
N  3.1773  -0.7951  1.4215
C  3.4605  -1.0702  0.1167
S  4.9851  -1.0690  -0.5040
N  2.4196  -1.3816  -0.7051
C  1.1123  -1.4331  -0.3029
C  0.0834  -1.7439  -1.1906
C  -1.2237  -1.7921  -0.7403
C  -1.5124  -1.5510  0.6059
C  -0.4975  -1.2422  1.4850
C  0.8220  -1.1745  1.0416
C  1.9003  -0.8401  1.9782
O  1.7217  -0.6268  3.1568
H  -0.6926  -1.0517  2.5291
H  -2.5306  -1.6234  0.9560
C  -2.2977  -2.2387  -1.6907
O  -2.2783  -3.3650  -2.1529
N  -3.2536  -1.3390  -1.9983
C  -3.3497  0.0198  -1.5271
H  -2.4949  0.2673  -0.8979
C  -4.6596  0.2053  -0.7575
N  -5.7765  -0.1346  -1.6181
C  -7.0493  0.1481  -0.9921
H  -7.8480  -0.0754  -1.6972
H  -7.0940  1.2062  -0.7392
H  -7.2143  -0.4401  -0.0760
C  -5.6749  -1.5197  -2.0444
C  -4.3782  -1.7205  -2.8252
H  -4.2499  -2.7658  -3.1089
H  -4.3927  -1.0927  -3.7221
H  -6.5255  -1.7488  -2.6891
H  -5.6931  -2.2124  -1.1832
H  -4.7572  1.2500  -0.4541
H  -4.6420  -0.4211  0.1541
H  -3.3605  0.6881  -2.3966
H  0.3064  -1.9591  -2.2247
H  2.6636  -1.5956  -1.6636
H  3.8334  -0.2414  3.2756
H  5.0401  -1.1218  2.2949
H  6.8530  0.3213  2.2864
H  7.9070  2.4522  1.6461
H  6.4989  4.3022  0.7984
H  4.0859  4.0236  0.6091
H  1.9765  3.6868  1.5500
H  0.8733  2.4229  0.9542


Of them, P has the lowest stability.


--- P ---
The following is a quantum chemistry calculation of a structure of composition CH6NOP, from the OMol25 dataset.

Results
E_HOMO = -7.9 eV
frontier orbital gap = 0.3235 hartree
total charge = 0
2S+1 = 1

CARTESIAN COORDINATES (ANGSTROEM)
C  1.0076  -0.0723  -0.8834
N  -1.6563  -0.4609  0.4888
O  1.5969  -0.1773  0.4004
P  -1.0831  0.8069  -0.5379
H  1.0127  -1.1526  -1.2837
H  1.6684  0.6679  -1.3958
H  -1.5396  -0.3652  1.4982
H  -2.3772  -1.1477  0.2280
H  1.6533  0.5787  0.9552
H  -0.2826  1.3226  0.5301


--- Q ---
The following is a quantum chemistry calculation of a cluster of 2 separate species, CH6NOP in total, from the OMol25 dataset.

Results
E_HOMO (alpha / beta) = -8.4 / -8.4 eV
frontier orbital gap (alpha / beta) = 0.3142 / 0.3145 hartree
total charge = 0
2S+1 = 1

CARTESIAN COORDINATES (ANGSTROEM)
C  1.2027  -0.2032  0.4873
N  -1.7475  1.4214  -0.0451
O  -0.1570  -1.4179  -1.1330
P  -0.5052  -0.7605  0.3920
H  1.6308  0.2743  1.3484
H  1.5562  0.2114  -0.4318
H  1.5795  -1.2133  0.2902
H  -0.8573  1.9758  -0.2787
H  -1.9181  1.7521  0.9233
H  -0.7841  -2.0401  -1.5525


Of them, Q has the lowest stability.


--- P ---
The following is a quantum chemistry calculation of an isolated molecule of C18H21N3O2S, from the OMol25 dataset.

Results
E_HOMO = -8.2 eV
frontier orbital gap = 0.3235 hartree
total charge = 0
2S+1 = 1
structure (SMILES) = CCCCOC(=O)Nc1sc2nc(C)cc(C)c2c1-n1cccc1

CARTESIAN COORDINATES (ANGSTROEM)
C  -5.2138  -1.8412  2.8986
C  -5.0844  -0.9372  1.6790
C  -3.6522  -0.4419  1.4979
C  -3.5265  0.4491  0.2716
H  -3.8117  -0.0974  -0.6345
H  -4.1562  1.3407  0.3571
O  -2.1637  0.8556  0.1312
C  -1.9527  2.0158  -0.4894
O  -2.7995  2.7870  -0.8587
N  -0.6142  2.2787  -0.6662
C  0.4725  1.4886  -0.3262
C  0.6661  0.1542  -0.5515
C  1.9559  -0.2966  -0.1087
C  2.6203  -1.5294  -0.2502
C  3.8931  -1.6199  0.2862
C  4.5015  -0.5290  0.9146
N  3.9067  0.6499  0.9885
C  2.6937  0.7451  0.4885
S  1.8330  2.2593  0.4642
C  5.8691  -0.6364  1.5071
H  6.1613  0.3247  1.9185
H  6.5882  -0.9375  0.7473
H  5.8794  -1.3850  2.2976
H  4.4406  -2.5471  0.2043
C  2.0270  -2.6935  -0.9766
H  1.5523  -2.3730  -1.9011
H  2.8011  -3.4206  -1.2105
H  1.2694  -3.1854  -0.3688
N  -0.2961  -0.6643  -1.1524
C  -0.8613  -0.4625  -2.3761
C  -1.8207  -1.4150  -2.5717
C  -1.8568  -2.2143  -1.4097
C  -0.9126  -1.7231  -0.5543
H  -0.6434  -2.0229  0.4395
H  -2.5045  -3.0503  -1.2311
H  -2.4308  -1.5314  -3.4457
H  -0.5250  0.3300  -3.0156
H  -0.4165  3.2324  -0.9376
H  -2.9788  -1.2918  1.3790
H  -3.3376  0.1182  2.3805
H  -5.3897  -1.4849  0.7852
H  -5.7528  -0.0805  1.7872
H  -4.5678  -2.7103  2.7988
H  -4.9306  -1.3061  3.8020
H  -6.2387  -2.1859  3.0111


--- Q ---
The following is a quantum chemistry calculation of an isolated molecule of C18H21N3O2S, from the OMol25 dataset.

Results
E_HOMO = -8.2 eV
frontier orbital gap = 0.3268 hartree
total charge = 0
2S+1 = 1
structure (SMILES) = Cc1cccc(NC(=O)N2CCC[C@H]2C(=O)NCc2cccs2)c1

CARTESIAN COORDINATES (ANGSTROEM)
C  4.1530  1.5279  2.1919
C  2.9575  0.6238  2.1958
C  1.7609  1.0406  1.6337
C  0.6501  0.2053  1.6398
C  0.7435  -1.0591  2.2160
C  1.9355  -1.4732  2.7779
C  3.0386  -0.6392  2.7699
H  3.9686  -0.9680  3.2107
H  2.0024  -2.4559  3.2212
H  -0.1155  -1.7156  2.2139
N  -0.5809  0.5671  1.0841
C  -0.8948  1.6940  0.3674
O  -0.1385  2.6224  0.1573
N  -2.1765  1.7068  -0.1207
C  -2.6429  2.8294  -0.9189
C  -3.6491  2.2052  -1.8797
H  -4.3927  2.9223  -2.2193
H  -3.1451  1.7896  -2.7532
C  -4.2636  1.0892  -1.0362
C  -3.0920  0.5854  -0.1738
H  -3.4516  0.3010  0.8244
C  -2.4547  -0.6697  -0.7976
O  -2.7733  -1.7853  -0.4448
N  -1.5642  -0.4094  -1.7752
H  -1.2717  0.5465  -1.9130
C  -0.6863  -1.4294  -2.3156
C  0.6856  -1.3204  -1.7260
C  1.5299  -0.2525  -1.7680
C  2.7413  -0.4796  -1.0791
C  2.7994  -1.7149  -0.5236
S  1.3715  -2.6221  -0.8144
H  3.5912  -2.1523  0.0501
H  3.5291  0.2471  -1.0050
H  1.3044  0.6706  -2.2728
H  -1.1298  -2.3968  -2.0705
H  -0.6468  -1.3153  -3.4050
H  -4.6917  0.2872  -1.6347
H  -5.0437  1.4946  -0.3918
H  -1.7948  3.3118  -1.4080
H  -3.1278  3.5669  -0.2685
H  -1.2981  -0.1325  1.2033
H  1.6818  2.0164  1.1847
H  4.3894  1.8434  3.2078
H  3.9663  2.4140  1.5913
H  5.0241  1.0084  1.7952


Of them, P has the lowest stability.


--- P ---
The following is a quantum chemistry calculation of the ion C4H10N2O2 with charge +1, from the OMol25 dataset.

Results
E_HOMO (alpha / beta) = -15.3 / -15.0 eV
frontier orbital gap (alpha / beta) = 0.4018 / 0.2162 hartree
total charge = +1
2S+1 = 2

CARTESIAN COORDINATES (ANGSTROEM)
N  0.5196  -1.2994  1.8380
C  -0.2817  -0.5248  0.8328
C  0.2518  0.8958  0.5661
C  -0.6953  1.9151  -0.0723
O  1.2487  0.7066  -0.5039
C  -0.2908  -1.3633  -0.5437
N  -0.3246  -0.8860  -1.8522
O  -0.5569  -2.5485  -0.4907
H  1.4718  -1.2656  1.4702
H  0.1096  -2.3430  1.8427
H  -1.4274  -0.2091  1.2189
H  0.8071  1.3119  1.5647
H  -1.4946  1.4597  -0.7335
H  -1.3767  2.4247  0.6094
H  -0.1325  2.6181  -0.7519
H  2.1019  0.2930  -0.3303
H  0.0081  0.1198  -2.0435
H  0.0618  -1.3048  -2.6208


--- Q ---
The following is a quantum chemistry calculation of a cluster of 2 separate species, C4H10N2O2 in total, from the OMol25 dataset.

Results
E_HOMO (alpha / beta) = -13.6 / -13.6 eV
frontier orbital gap (alpha / beta) = 0.3259 / 0.2268 hartree
total charge = +1
2S+1 = 2

CARTESIAN COORDINATES (ANGSTROEM)
C  1.0015  -0.0390  2.3484
C  1.2410  0.7123  1.2328
N  0.3520  1.6017  0.4574
N  1.5701  -1.3238  2.5243
H  0.4522  0.3359  3.1895
H  2.2518  0.6510  0.7641
H  0.0772  -0.1332  -0.3412
H  -0.5778  1.5827  0.8571
H  0.7035  2.5509  0.5063
H  1.5765  -1.9376  1.7186
H  1.4518  -1.7840  3.4532
O  -2.0790  0.7487  -0.9740
C  -1.4337  -0.1267  -1.5502
O  -0.4063  -0.7772  -0.8840
C  -1.5315  -0.4534  -3.0511
H  -0.6145  -0.2150  -3.6348
H  -1.6736  -1.5173  -3.1569
H  -2.3612  0.1242  -3.4596


Of them, P has the lowest stability.


--- P ---
The following is a quantum chemistry calculation of a structure of composition CH3BrI2Si, from the OMol25 dataset.

Results
E_HOMO (alpha / beta) = -9.8 / -7.8 eV
frontier orbital gap (alpha / beta) = 0.3048 / 0.1655 hartree
total charge = 0
2S+1 = 1

CARTESIAN COORDINATES (ANGSTROEM)
C  0.0660  0.8339  -0.0023
Si  -0.4948  -0.8391  -0.8149
Br  -1.5717  1.5065  0.7967
I  -0.7932  -2.6667  0.8093
I  3.2830  -0.9137  0.7998
H  0.2997  1.5878  -0.6817
H  0.5736  0.8658  0.9054
H  -1.3626  -0.3746  -1.8122


--- Q ---
The following is a quantum chemistry calculation of a structure of composition CH3BrI2Si, from the OMol25 dataset.

Results
E_HOMO = -9.1 eV
frontier orbital gap = 0.2728 hartree
total charge = 0
2S+1 = 1

CARTESIAN COORDINATES (ANGSTROEM)
C  -0.6803  0.5296  0.5491
Si  0.4178  -0.5270  -0.5828
Br  -2.4949  0.5282  -0.2129
I  0.4625  -2.8585  0.1436
I  3.1726  1.0216  -0.0560
H  -0.3645  1.5650  0.6154
H  -0.7634  0.1242  1.5562
H  0.2503  -0.3832  -2.0125


Of them, P has the lowest stability.